(1)
DFT (ωB97M-V/def2-TZVPD) results for the ion BH4O4 with charge -1 in a non-equilibrium geometry.

Geometry as XYZ:
```
9
Properties=species:S:1:pos:R:3:forces:R:3:mulliken_charge:R:1
O -0.359894 1.333638 0.691441 -0.2749 0.1092 -3.1054 -0.667
O 1.593944 -0.012952 -0.095666 -1.9129 -0.3157 2.0103 -0.659
O -0.476052 -1.132770 0.853336 0.7156 0.5990 -0.4941 -0.689
O -0.592744 -0.087564 -1.382880 2.2867 -1.1927 1.7007 -0.714
B 0.060309 0.018392 0.032485 -0.8271 0.9342 0.1263 0.741
H -0.526571 1.831676 -0.184996 0.3796 -0.7528 2.3193 0.246
H 1.694295 0.043690 0.893855 0.6753 -0.0632 -1.4019 0.241
H -1.415903 -1.124124 0.642299 0.1436 0.0077 0.1208 0.250
H 0.022616 -0.869985 -1.449874 -1.1860 0.6742 -1.2759 0.250
```
Positions in Å, forces in eV/Å.

E_HOMO ... -4.827 eV
Net charge ... -1

***

(2)
DFT (ωB97M-V/def2-TZVPD) results for a cluster of 32 separate species, BH66O31 in total in a non-equilibrium geometry.

Geometry as XYZ:
```
98
Properties=species:S:1:pos:R:3:forces:R:3:mulliken_charge:R:1
B -0.006861 0.217008 0.281604 -0.0953 0.3243 -0.4802 4.417
H -0.863432 0.674981 0.751475 -3.3943 1.8281 1.3906 -0.344
H 0.474348 0.858717 -0.440123 1.4654 2.5724 -2.8016 -1.010
H 0.704403 0.134915 1.088824 2.3948 -0.0659 2.6451 -0.493
H -0.193782 -0.721743 -0.216456 -0.6393 -3.2172 -1.4641 -0.521
O -3.191240 -0.560391 1.607205 -0.3284 0.1123 -0.3411 -0.558
H -3.733010 -0.511641 2.394813 -0.2002 -0.2414 0.2160 0.223
H -2.567551 0.159773 1.699986 0.4624 0.0592 0.2618 0.008
O -3.691492 -4.529428 -0.153163 -0.8317 -0.6832 -0.0657 -0.717
H -3.302421 -5.315174 -0.537154 -0.0692 -0.1339 -0.0724 0.339
H -3.030571 -3.848489 -0.278641 0.9839 0.4419 0.0577 0.394
O -0.518206 -1.557235 2.513363 0.5688 -0.4197 -0.1485 -0.506
H -0.208869 -0.990343 1.806838 -0.1030 -0.1824 -0.0096 0.138
H -0.671212 -0.963179 3.248162 -0.5350 0.1204 0.3738 0.292
O -2.822510 2.171131 -3.321520 0.2648 0.2860 -0.4156 -0.655
H -2.637989 1.875550 -2.429994 -0.0791 -0.4179 0.4933 0.230
H -3.452744 2.883288 -3.212642 -0.2263 0.1023 -0.0259 0.296
O 4.076590 0.075036 5.870049 0.3011 -0.4482 0.6281 -0.630
H 4.856959 -0.362243 5.529408 0.1397 -0.1699 0.0565 0.277
H 3.604040 0.364909 5.089726 -0.1397 0.4476 -0.1921 0.356
O 0.033198 4.332092 1.792975 -0.0080 0.2210 0.4804 -0.587
H -0.431017 5.168679 1.822144 -0.1628 0.0035 0.2737 0.245
H 0.177408 4.170034 0.860685 0.5574 -0.2518 -0.7706 0.290
O -3.116944 2.535386 4.234134 -0.0494 -0.4619 0.3491 -0.629
H -3.497677 3.190758 4.818752 -0.0425 0.0406 0.1776 0.249
H -3.150789 2.938903 3.366810 0.1173 0.3514 -0.3292 0.363
O 3.811839 -0.267448 -4.777408 0.7756 0.0160 -0.3377 -0.676
H 3.158939 -0.055296 -4.110366 -0.3972 0.3371 0.2641 0.435
H 3.315400 -0.308035 -5.594803 -0.0323 -0.1323 -0.1403 0.247
O -2.889937 4.447368 2.204736 -0.0564 0.0615 -0.0310 -0.602
H -3.134381 4.270902 1.296257 -0.0179 -0.1530 -0.3202 0.306
H -3.100141 5.372139 2.334530 -0.1566 0.2372 0.1580 0.276
O -0.708310 -5.261575 1.182151 -0.3654 -1.0173 0.1825 -0.657
H -1.137168 -5.744569 0.475726 -0.1199 -0.0488 -0.0086 0.243
H -0.081033 -4.691846 0.736990 0.9298 0.6420 -0.4474 0.441
O -3.430215 -1.099445 -3.399998 -0.9410 -0.3394 -0.3796 -0.729
H -2.557190 -1.491914 -3.403595 0.3562 0.0000 0.0173 0.377
H -3.314295 -0.260356 -2.954196 0.1691 0.1889 0.1679 0.228
O 1.051565 4.376423 -3.428938 0.2960 -0.2083 0.0414 -0.624
H 0.749351 5.197130 -3.039905 -0.0261 0.2540 0.1470 0.283
H 0.327872 4.095456 -3.988883 -0.2977 -0.1568 -0.1554 0.318
O 2.181151 -1.600871 0.959677 0.6024 -0.3922 -0.2560 -0.940
H 2.963058 -1.135536 1.256864 0.2591 -0.2987 0.3188 0.203
H 1.500514 -0.928748 0.925069 -0.2138 -0.0375 -0.1074 0.160
O 4.373108 -0.358014 2.016601 0.4212 -0.0651 -0.0976 -0.645
H 3.963955 0.425385 2.384171 -0.3399 0.6723 0.4181 0.254
H 5.087152 -0.561739 2.620642 0.1349 -0.2283 0.1363 0.192
O 0.292108 -3.866077 -2.576969 0.1380 -0.4246 -0.2735 -0.572
H -0.149558 -3.057905 -2.837784 -0.1014 0.7474 -0.1037 0.303
H -0.331120 -4.560168 -2.791575 -0.0833 -0.2078 0.0570 0.269
O -2.021328 -2.449935 -0.315285 -0.1554 -0.3271 -0.5466 -0.349
H -2.365910 -2.197388 0.541288 -0.1688 0.2821 0.7206 0.340
H -1.148745 -2.057834 -0.348052 0.3062 -0.1831 0.0338 -0.422
O -5.079119 -2.155118 -0.781572 -0.5508 0.7603 0.1593 -0.652
H -4.663194 -3.014182 -0.709169 0.0602 -0.5672 0.1006 0.296
H -4.728565 -1.786323 -1.592331 0.3227 -0.0443 -0.5442 0.338
O 3.206756 1.694071 3.943081 0.9136 -0.1600 -0.2021 -0.660
H 2.307657 1.600918 3.628144 -1.1394 0.0578 -0.4822 0.586
H 3.447719 2.592864 3.718735 0.1298 0.2097 0.0531 0.231
O 3.683975 -2.444529 -3.023361 -0.1517 -0.5037 0.1327 -0.704
H 3.476529 -1.818922 -3.717501 0.2132 -0.0343 -0.2993 0.386
H 3.821423 -1.903438 -2.245826 0.1940 0.0396 0.4350 0.326
O -6.013868 1.076496 -0.348795 -0.3789 0.3100 0.0594 -0.639
H -5.481589 0.445596 -0.833435 0.1495 -0.4175 -0.0200 0.355
H -5.443302 1.837058 -0.238240 0.1835 0.0636 0.0263 0.275
O 1.265570 0.545924 -4.402337 -0.2786 0.0446 -0.1530 -0.685
H 1.428797 1.311442 -3.851363 0.1575 0.2669 0.4931 0.266
H 1.486377 0.835828 -5.287457 -0.1763 0.0903 -0.2960 0.254
O 1.384214 -3.925612 -0.065761 -0.1480 -0.6962 0.1829 -0.667
H 1.388697 -3.809567 -1.015890 -0.2556 -0.1417 -0.5092 0.335
H 1.687212 -3.086042 0.279989 0.3614 0.4921 0.4978 0.244
O 1.155114 3.317876 -0.535127 -0.1693 0.6476 0.3760 -0.682
H 0.674258 2.491836 -0.483493 -0.1401 -0.6450 0.0982 0.005
H 1.315588 3.444101 -1.470302 0.1791 0.1700 -0.4581 0.193
O 2.707586 0.917834 -1.763821 0.0405 0.3677 -0.7469 -0.642
H 1.935000 0.641140 -1.271084 -0.4459 -0.1155 0.3643 0.019
H 3.408936 0.346295 -1.451283 0.6830 -0.5789 0.2503 0.213
O -2.785212 0.271421 -1.010424 -0.1754 1.1472 -1.0922 0.261
H -1.968352 0.532070 -0.584932 0.3749 -0.0764 0.3897 -0.436
H -3.245239 -0.246512 -0.349865 -0.3113 -0.6206 0.4955 0.000
O 0.730725 1.837580 2.896263 0.4363 -0.1169 0.6883 -0.677
H 0.430489 1.371742 2.115815 -0.1461 -0.4118 -0.4397 0.370
H 0.604702 2.763013 2.686705 -0.2721 0.7653 -0.0721 0.242
O 4.906207 -0.783457 -0.645992 -0.1521 -0.0300 -0.8341 -0.584
H 4.680281 -0.684872 0.278923 -0.1057 0.0710 0.6246 0.399
H 5.814092 -0.485858 -0.704306 0.1969 0.0979 -0.1967 0.246
O 4.533636 3.101782 -1.784580 0.5057 0.4829 0.0842 -0.654
H 4.539279 3.392218 -2.696639 0.0367 0.0606 -0.1858 0.308
H 3.911070 2.374898 -1.768036 -0.5695 -0.3900 0.1358 0.435
O -0.589850 -1.129598 -3.220817 -0.2529 -0.5867 0.1644 -0.616
H 0.030082 -0.576809 -3.696574 0.3675 0.1931 -0.4078 0.273
H -0.824021 -0.616781 -2.447247 -0.1926 0.0536 0.4980 0.179
O -1.937860 -3.726201 2.967259 -0.9827 -0.1896 0.8719 -0.705
H -1.526614 -4.462795 2.514999 0.0732 -0.2422 -0.3523 0.513
H -1.463407 -2.956524 2.653045 0.3023 0.3665 -0.0388 0.371
O -1.251822 0.372036 4.233984 -0.0031 -0.4542 0.3776 -0.664
H -0.374111 0.750071 4.179763 0.3045 0.4156 -0.0431 0.340
H -1.831154 1.125631 4.346650 -0.4550 0.4130 0.0704 0.283
```
Positions in Å, forces in eV/Å.

Relative energy (zero: lowest compared OMol25 entry of this formula, charge and spin) ... 0.000 eV
E_HOMO ... -6.373 eV
Net charge ... -1

***

(3)
DFT (ωB97M-V/def2-TZVPD) results for a structure of composition BH6NiO4P2 in a non-equilibrium geometry.

Geometry as XYZ:
```
14
Properties=species:S:1:pos:R:3:forces:R:3:mulliken_charge:R:1
O 0.367509 2.684139 -1.660877 -2.1534 -2.8643 4.3633 -0.534
P -0.125348 1.771250 -0.429792 4.7035 3.3477 -4.2750 0.252
B 0.654478 0.028436 -0.712590 -0.5671 0.1902 -0.6739 0.080
P -0.083571 -1.356027 0.386271 0.7717 -2.5387 2.7268 0.772
O -1.354854 -1.947614 -0.394122 1.7538 0.9815 1.2368 -0.255
O 1.161033 -2.594287 0.659230 -1.9443 3.2894 -1.7761 -0.499
O -0.618140 -0.834841 1.964049 2.5627 -2.0826 -2.1374 -0.496
H 0.294633 2.317631 0.855939 -1.0156 -0.3320 -0.6723 0.177
H -1.567488 1.770542 -0.429296 1.1400 -0.3115 0.4354 0.269
H 0.575887 -0.240256 -1.877765 -0.4573 -0.0641 0.1297 0.022
H 1.828612 0.124991 -0.506782 0.0078 -0.0918 0.6462 0.019
H 1.846638 -2.425379 -0.078457 -1.3102 -0.4106 1.5151 0.366
H 0.032976 -1.180743 2.671421 -1.3133 0.6521 -1.4508 0.368
Ni -3.012365 1.882158 -0.447229 -2.1783 0.2348 -0.0679 0.459
```
Positions in Å, forces in eV/Å.

Spin multiplicity ... 3
E_HOMO (spin up / spin down) ... -13.650 / -13.515 eV
Net charge ... +1

***

(4)
DFT (ωB97M-V/def2-TZVPD) results for a structure of composition BaH16O8.

Geometry as XYZ:
```
25
Properties=species:S:1:pos:R:3:forces:R:3:mulliken_charge:R:1
Ba -3.859778 10.126273 18.904732 -0.3572 -0.1636 -0.0471 1.643
O -1.925973 11.020881 16.984908 0.0226 0.4829 0.1818 -0.523
H -1.026990 10.802471 16.696397 -0.2033 -0.1850 -0.0214 0.275
H -1.950363 11.986906 16.935045 0.1574 -0.1178 -0.0998 0.289
O -1.915717 11.654824 20.179090 0.1253 0.1537 -0.0051 -0.473
H -1.709255 11.807252 21.111814 -0.0705 -0.0466 -0.1068 0.265
H -1.408946 12.326959 19.704172 0.0367 -0.1221 0.1014 0.287
O -4.664339 11.021117 21.556026 0.1737 -0.1200 0.0450 -0.520
H -4.991554 11.867786 21.888401 -0.0045 -0.1012 -0.0631 0.282
H -4.390035 10.537387 22.348435 -0.1714 0.0642 -0.0606 0.294
O -4.597479 12.682620 18.063676 0.2275 0.3267 -0.3035 -0.505
H -5.100653 13.428379 18.423542 0.0100 -0.2176 0.0649 0.252
H -4.261078 13.024373 17.224066 -0.1292 0.0864 0.1131 0.276
O -4.756380 10.058995 16.195551 -0.2676 0.2446 0.0654 -0.551
H -5.489040 9.765492 15.636585 0.1882 -0.1527 0.0138 0.268
H -4.490783 10.901975 15.807776 0.0895 -0.1801 -0.1880 0.298
O -5.478667 7.838445 18.995073 -0.0654 0.1106 -0.1546 -0.525
H -6.395984 8.142556 18.995916 0.0698 -0.1155 0.0171 0.301
H -5.496436 6.965854 18.581219 0.0434 0.0320 0.1768 0.284
O -2.529001 7.886842 17.963636 0.3707 -0.1007 0.3511 -0.545
H -2.683229 7.038276 17.526321 -0.0620 0.1682 -0.0582 0.258
H -1.704107 7.747847 18.454066 -0.0723 -0.0920 -0.2017 0.318
O -6.669522 10.493478 18.542028 -0.2313 -0.2465 0.1819 -0.525
H -6.944084 10.449608 17.617980 -0.0106 0.1298 0.0697 0.299
H -7.486935 10.446634 19.059531 0.1306 0.1624 -0.0718 0.277
```
Positions in Å, forces in eV/Å.

Relative energy (zero: lowest compared OMol25 entry of this formula, charge and spin) ... 0.297 eV
E_HOMO ... -18.576 eV
Net charge ... +2

***

Electronic energy / eV: -8935.9908, -65223.5925, -68572.6618, -17323.5727